1.
{"formula": "C28H24IN2O4PV", "method": "wB97M-V/def2-TZVPD", "charge": 3, "orbital_gap_ev": [5.72, 5.73], "lumo_energy_ev": [-12.0, -12.0], "e_above_lowest_kcal_mol": 13.3, "elements": ["V", "C", "C", "N", "C", "C", "C", "O", "C", "C", "N", "C", "C", "C", "C", "C", "C", "I", "C", "O", "H", "H", "H", "H", "H", "H", "H", "H", "H", "H", "H", "H", "O", "C", "O", "C", "P", "C", "C", "C", "C", "C", "C", "C", "C", "C", "C", "C", "C", "H", "H", "H", "H", "H", "H", "H", "H", "H", "H", "H", "H"], "xyz": [[-1.357, -0.141, 0.771], [-1.218, 4.192, 0.478], [-1.453, 3.531, -0.843], [-1.661, 4.275, -1.927], [-1.895, 3.702, -3.101], [-1.961, 2.315, -3.324], [-2.242, 1.799, -4.727], [-3.141, 0.703, -4.722], [-1.744, 1.518, -2.209], [-1.798, 0.057, -2.275], [-1.520, -0.802, -1.339], [-1.565, -2.184, -1.759], [-1.343, -2.571, -3.078], [-1.461, -3.899, -3.460], [-1.786, -4.878, -2.532], [-1.954, -4.529, -1.198], [-1.823, -3.200, -0.857], [-1.993, -2.698, 1.169], [-1.487, 2.153, -0.993], [-1.290, 1.322, 0.066], [-1.006, 5.246, 0.324], [-0.395, 3.726, 1.022], [-2.117, 4.118, 1.096], [-2.076, 4.384, -3.925], [-1.298, 1.477, -5.173], [-2.607, 2.622, -5.340], [-3.966, 0.938, -5.165], [-2.124, -0.325, -3.235], [-1.046, -1.843, -3.822], [-1.288, -4.166, -4.494], [-1.887, -5.913, -2.830], [-2.178, -5.284, -0.456], [-2.070, -1.252, 4.074], [-1.438, -0.419, 3.554], [-1.842, 0.205, 2.332], [-0.037, 0.067, 3.806], [0.819, -0.142, 2.170], [1.830, 1.266, 1.793], [2.696, 1.691, 2.809], [3.546, 2.754, 2.559], [3.533, 3.382, 1.317], [2.681, 2.947, 0.309], [1.824, 1.884, 0.542], [1.758, -1.633, 2.245], [3.006, -1.661, 1.609], [3.822, -2.766, 1.778], [3.389, -3.838, 2.548], [2.132, -3.822, 3.157], [1.309, -2.726, 3.005], [0.437, -0.495, 4.605], [-0.049, 1.134, 4.043], [2.716, 1.201, 3.776], [4.220, 3.092, 3.334], [4.200, 4.214, 1.133], [2.692, 3.434, -0.657], [1.178, 1.527, -0.249], [3.346, -0.823, 1.012], [4.800, -2.788, 1.315], [4.034, -4.697, 2.681], [1.806, -4.662, 3.756], [0.345, -2.717, 3.501]]}

2.
{"formula": "CH7N5", "method": "wB97M-V/def2-TZVPD", "charge": 0, "orbital_gap_ev": [7.23, 7.23], "lumo_energy_ev": [0.8, 0.8], "e_above_lowest_kcal_mol": 59.8, "elements": ["C", "N", "N", "N", "N", "N", "H", "H", "H", "H", "H", "H", "H"], "xyz": [[0.856, 0.148, -0.016], [-2.622, -0.446, 0.097], [1.328, -1.122, -0.022], [1.789, 1.159, 0.254], [-0.507, 0.313, 0.170], [-1.244, -0.760, 0.032], [-0.245, 0.977, -0.817], [-3.078, -0.791, -0.745], [-2.787, 0.559, 0.159], [0.609, -1.831, -0.116], [2.253, -1.294, -0.378], [1.381, 2.085, 0.245], [2.269, 1.003, 1.137]]}